DFT (wB97M-V/def2-TZVPD) results for a single C4H7NO molecule in a non-equilibrium geometry.

Last columns: bonded neighbours and bond lengths (Å).
Element x y z (Å)
1 C -1.70522 -0.75770 0.19245  C2 1.514, H7 1.094, H8 1.093, H9 1.095
2 C -0.68483 0.11507 -0.50793  C1 1.514, O3 1.427, H10 1.098, H11 1.098
3 O 0.01182 0.78934 0.53920  C2 1.427, C4 1.393
4 C 1.38553 0.95725 0.38173  O3 1.393, C5 1.482, H12 1.094, H13 1.099
5 C 2.06510 -0.29788 -0.01807  C4 1.482, N6 1.156
6 N 2.52343 -1.27653 -0.42977  C5 1.156
7 H -2.25844 -0.13818 0.90393  C1 1.094
8 H -2.40987 -1.21963 -0.50449  C1 1.093
9 H -1.18978 -1.54342 0.75366  C1 1.095
10 H -1.15291 0.85093 -1.17585  C2 1.098
11 H 0.00673 -0.48973 -1.10839  C2 1.098
12 H 1.76566 1.29867 1.34903  C4 1.094
13 H 1.64276 1.71181 -0.37547  C4 1.099

Values from the calculation:
orbital gap	11.531	eV
HOMO	-0.392	hartree
ΔE to the lowest compared entry with this formula, charge and spin	37.6	kcal per mole
SMILES	CCOCC#N

Here are the Löwdin charges for atoms 1 to 6, given in e: -0.07 -0.27 -0.15 -0.21 -0.19 0.15